Entry 1:
35
Properties=species:S:1:pos:R:3 method="wB97M-V/def2-TZVPD" charge=+2 gap_ev="5.37 / 3.73" lumo_energy_ev="-9.0 / -10.6" spin_multiplicity=2
Ir 0.46 0.02 0.76
O 2.42 -0.11 2.15
Cl 1.85 -1.45 2.15
O 2.50 -2.43 2.87
O 1.64 -1.75 0.68
O 0.40 -1.22 2.54
Br -0.83 7.35 0.99
C 0.26 6.02 0.20
C 1.31 6.39 -0.63
C 2.12 5.43 -1.23
C 1.89 4.09 -1.00
C 0.84 3.73 -0.15
C 0.01 4.69 0.46
C 0.59 2.36 0.11
O -0.26 1.88 0.98
O 1.20 1.35 -0.47
H 1.49 7.44 -0.82
H 2.94 5.74 -1.87
H 2.51 3.33 -1.46
H -0.79 4.39 1.11
S -1.26 -0.55 -0.43
C -1.25 -2.35 -0.43
N -1.36 -3.00 0.70
C -1.54 -4.47 0.75
C -2.10 -4.96 -0.57
C -1.30 -4.40 -1.74
N -1.22 -2.93 -1.60
H -1.33 -2.48 1.57
H -2.23 -4.67 1.57
H -0.58 -4.93 0.99
H -3.15 -4.67 -0.67
H -2.06 -6.05 -0.60
H -1.77 -4.62 -2.69
H -0.28 -4.80 -1.75
H -1.16 -2.36 -2.44

---

Entry 2:
56
Properties=species:S:1:pos:R:3 method="wB97M-V/def2-TZVPD" charge=+2 gap_ev="7.33 / 5.00" lumo_energy_ev="-7.1 / -9.4" spin_multiplicity=5
I -3.17 4.02 0.19
I -3.88 4.07 -2.53
Co -0.97 0.77 -1.39
P 0.34 2.38 -1.98
C -0.23 4.10 -2.00
C 1.89 2.36 -1.01
H 2.54 3.14 -1.41
H 1.70 2.63 -3.96
H 2.37 1.37 -1.07
H 0.96 0.99 -3.86
H -0.67 4.33 -1.02
H 1.68 2.55 0.05
C 0.80 2.06 -3.71
H 0.58 4.79 -2.24
H -0.03 2.38 -4.35
H -1.03 4.18 -2.74
P -2.93 -0.12 -1.25
C -4.45 0.80 -0.93
C -3.24 -1.05 -2.78
H -1.91 -1.97 -0.04
H -3.70 -2.07 -0.03
H -2.84 -0.90 1.03
C -2.84 -1.39 0.05
H -2.32 -1.55 -3.10
H -4.04 -1.78 -2.63
H -5.31 0.13 -0.78
H -4.64 1.48 -1.77
H -3.54 -0.33 -3.56
H -4.31 1.44 -0.05
Cl 0.21 -0.95 -2.16
C 1.64 -3.22 2.50
N 0.77 -2.07 2.58
N 0.98 -1.00 1.79
C 0.02 -0.02 2.06
O -0.02 1.06 1.43
C -0.78 -0.60 3.10
C -0.29 -1.85 3.39
C -0.72 -2.83 4.40
C 2.22 -0.82 1.13
C 2.49 -1.56 -0.01
C 3.71 -1.38 -0.66
C 4.68 -0.56 -0.08
C 4.41 0.14 1.10
C 3.16 0.05 1.68
H 1.27 -3.97 3.21
H 2.68 -2.96 2.74
H 1.62 -3.67 1.50
H -1.61 -0.10 3.57
H -0.14 -3.76 4.40
H -0.68 -2.41 5.41
H -1.76 -3.10 4.19
H 1.71 -2.23 -0.38
H 3.90 -1.92 -1.61
H 5.64 -0.45 -0.59
H 5.18 0.77 1.57
H 2.91 0.60 2.59

---

Entry 3:
7
Properties=species:S:1:pos:R:3 method="wB97M-V/def2-TZVPD" charge=+2 gap_ev="4.78 / 4.90" lumo_energy_ev="-11.8 / -11.4" spin_multiplicity=2
C -0.30 -0.07 -0.32
C 1.02 0.05 -0.55
F -1.12 -0.33 -1.38
O -0.97 0.34 0.70
H 1.41 -0.05 -1.56
H 1.69 0.24 0.28
Ce -1.73 -0.18 2.82